Computed, not measured: a molecular structure, C43H53N4P2S2Sr, with ωB97M-V/def2-TZVPD.

Last column: Mulliken charge in e.
Cartesian coordinates (Å):
Sr -1.262187 -0.465815 -0.463410  0.6430
C -2.537447 1.111049 4.973701  -1.7932
C -2.568266 0.889910 3.463813  0.4439
C -2.948083 2.184062 2.743988  -1.4731
P -1.044558 0.182626 2.665569  1.5878
C -0.434906 -1.068180 3.887824  0.2637
C -1.498936 -2.153498 4.054588  -1.5637
C 0.871616 -1.660794 3.363655  -1.4498
C 0.209757 1.502695 2.740369  0.3150
C 0.657251 2.061353 3.932966  -0.0685
C 1.591860 3.088009 3.989626  0.2790
C 2.021746 3.691743 5.300809  -1.7003
C 2.085395 3.550384 2.771027  -1.1991
C 1.687251 3.010004 1.564621  -0.4613
C 0.749995 1.948401 1.496183  -1.8339
N 0.430105 1.289769 0.356071  1.3309
C 0.910735 1.699268 -0.877793  -0.5982
C 0.556698 2.916199 -1.479327  -0.0614
C 1.023542 3.253812 -2.736339  -0.8717
C 1.838835 2.387167 -3.461166  0.3471
C 2.413556 2.781343 -4.796377  -1.6914
C 2.140265 1.153408 -2.897390  -0.1580
C 1.706202 0.797100 -1.620703  -0.3838
P 2.072641 -0.784833 -0.766490  2.1707
C 3.219194 -0.245845 0.601736  2.0800
C 3.859463 -1.449487 1.292712  -1.7090
C 4.255639 0.825266 0.273815  -1.7446
C 3.077934 -1.720881 -2.027002  0.7326
C 4.493791 -1.243586 -2.349110  -1.9700
C 3.095744 -3.211957 -1.669185  -1.4699
H -3.537471 1.384798 5.321746  0.4980
H -1.868746 1.934302 5.231725  0.2787
H -2.224779 0.226630 5.532535  0.3649
H -3.333114 0.140734 3.227966  0.4675
H -2.202503 2.959874 2.939927  0.2510
H -3.916194 2.539690 3.106431  0.4716
H -3.025405 2.045801 1.663927  0.1717
H -0.240096 -0.594337 4.855494  0.4996
H -1.799437 -2.553428 3.081420  0.1117
H -2.403574 -1.771350 4.529780  0.3538
H -1.117687 -2.976524 4.666251  0.4811
H 0.724390 -2.100063 2.370635  -0.0746
H 1.236709 -2.447880 4.030136  0.5636
H 1.647156 -0.897935 3.275768  0.2529
H 0.265627 1.672359 4.868340  0.2351
H 2.013859 2.947447 6.099681  0.3652
H 1.362715 4.508075 5.611616  0.2867
H 3.033027 4.098135 5.235378  0.3904
H 2.819344 4.351868 2.766529  0.3167
H 2.120793 3.387419 0.646623  0.4169
H -0.087722 3.589749 -0.926440  0.6131
H 0.751428 4.212084 -3.167112  0.2597
H 1.985700 3.723286 -5.142120  0.3908
H 2.212490 2.025123 -5.555338  0.3253
H 3.497441 2.910174 -4.735888  0.3137
H 2.753725 0.469415 -3.473640  0.4688
H 2.504708 0.196003 1.300597  -1.4663
H 4.647120 -1.891172 0.678402  0.3702
H 3.126885 -2.227097 1.518689  0.3228
H 4.316999 -1.137241 2.235012  0.4677
H 5.073726 0.430224 -0.330032  0.3008
H 4.681686 1.214958 1.202694  0.4748
H 3.809898 1.664177 -0.260177  0.2372
H 2.460404 -1.619674 -2.929147  0.2306
H 5.168617 -1.460304 -1.519484  0.3662
H 4.543936 -0.173645 -2.546325  0.3854
H 4.879424 -1.771890 -3.226673  0.4182
H 3.721329 -3.399767 -0.795353  0.3002
H 3.502132 -3.798022 -2.498869  0.4551
H 2.095102 -3.583838 -1.445788  0.2107
S -3.531660 1.219500 -0.899683  -0.5294
C -4.849189 0.424775 -0.020264  0.2454
C -5.965734 1.211430 0.291677  -0.5659
C -7.055809 0.719743 0.989605  -0.5413
C -7.053632 -0.606847 1.403425  -0.5497
C -5.960363 -1.403570 1.108349  -0.6295
C -4.845340 -0.928015 0.406160  0.4082
S -3.527985 -2.065585 0.091777  -0.5277
H -5.953946 2.244933 -0.033912  0.3428
H -7.896619 1.368421 1.208045  0.3286
H -7.893163 -1.019115 1.951843  0.3283
H -5.944504 -2.439658 1.425496  0.3516
C -1.215941 1.516843 -6.216156  -0.3960
C -1.875415 1.671647 -5.008630  -0.6516
C -1.719297 0.725883 -4.003476  0.0754
C -0.897432 -0.368399 -4.224885  -0.0912
C -0.221850 -0.529327 -5.433824  -0.2613
C -0.389497 0.414424 -6.427533  -0.7028
N -0.819843 -1.312082 -3.158826  1.0636
N -0.420428 -2.437312 -3.484837  -0.6813
C -0.435749 -3.401082 -2.429018  -0.6803
C -0.139425 -4.704154 -2.795287  -0.4740
C -0.168797 -5.680972 -1.814160  -0.5076
C -0.500828 -5.315683 -0.520159  -0.8393
C -0.784140 -3.981819 -0.256956  -0.2529
N -0.741515 -3.038553 -1.190730  1.1459
H -1.335754 2.256609 -6.998086  0.3905
H -2.523094 2.521579 -4.838599  0.4722
H -2.280401 0.811110 -3.075441  0.2372
H 0.415997 -1.390474 -5.576736  0.4234
H 0.130102 0.301194 -7.371107  0.3848
H 0.099492 -4.919933 -3.827065  0.5215
H 0.056333 -6.711147 -2.057689  0.3759
H -0.551473 -6.043773 0.277134  0.4491
H -1.077566 -3.657421 0.735897  0.1971

Atomic forces in eV per Å
Sr 0.10 0.09 0.12
C 0.02 0.01 0.01
C 0.00 -0.01 -0.01
C -0.01 0.01 0.00
P -0.02 -0.04 -0.11
C -0.02 -0.02 -0.01
C 0.00 -0.01 0.00
C -0.01 0.01 0.00
C 0.02 -0.01 0.01
C -0.01 -0.02 0.00
C 0.00 0.00 0.00
C 0.00 0.00 0.00
C 0.00 0.00 0.00
C 0.00 0.00 -0.01
C -0.03 0.00 0.03
N 0.08 -0.08 -0.06
C 0.00 0.09 0.04
C 0.05 0.01 0.02
C 0.04 0.02 0.02
C -0.03 -0.01 0.01
C -0.07 0.01 0.00
C -0.01 0.01 -0.01
C 0.10 -0.01 -0.04
P -0.12 0.09 0.03
C -0.01 -0.02 -0.02
C 0.00 0.00 -0.01
C 0.01 0.00 0.01
C -0.02 -0.03 -0.01
C 0.00 0.00 0.00
C -0.01 0.02 -0.02
H 0.00 0.00 0.00
H 0.00 0.00 0.01
H 0.00 0.02 -0.01
H -0.01 0.00 0.00
H 0.00 0.00 0.00
H 0.00 -0.01 -0.01
H 0.00 -0.01 -0.01
H 0.00 0.01 0.00
H 0.00 0.00 0.00
H 0.01 -0.01 -0.01
H 0.00 0.00 0.00
H 0.01 0.00 0.01
H 0.00 0.00 0.00
H 0.00 0.00 0.00
H 0.00 0.00 0.00
H 0.00 0.00 0.00
H 0.00 0.00 0.00
H 0.00 0.00 0.00
H 0.00 0.00 0.00
H 0.00 0.00 0.00
H -0.02 -0.01 -0.02
H -0.01 -0.01 0.00
H 0.00 -0.01 0.00
H -0.02 -0.05 -0.05
H -0.01 0.00 -0.01
H -0.03 0.00 0.00
H 0.01 0.00 0.01
H 0.01 -0.01 -0.01
H 0.00 0.00 -0.01
H 0.00 0.00 0.00
H 0.00 0.01 0.02
H 0.00 0.01 0.00
H 0.00 0.01 -0.01
H 0.01 0.01 0.00
H 0.01 0.00 0.00
H 0.01 -0.01 0.01
H 0.00 0.00 0.00
H 0.01 0.00 0.02
H 0.00 0.00 0.00
H 0.03 0.01 0.01
S -0.12 0.04 -0.05
C 0.08 -0.04 0.05
C -0.01 0.02 0.00
C 0.00 -0.03 0.01
C 0.01 0.03 0.00
C -0.01 -0.01 0.01
C 0.09 0.06 -0.03
S -0.21 -0.15 0.07
H 0.00 0.00 0.00
H 0.00 0.00 0.00
H 0.00 0.00 0.00
H 0.00 0.00 0.00
C 0.05 0.01 0.01
C -0.01 -0.01 0.01
C 0.01 0.03 0.00
C 0.07 -0.02 -0.06
C 0.00 -0.03 0.03
C 0.06 0.06 -0.01
N -0.02 0.01 0.04
N -0.10 -0.01 -0.06
C 0.05 0.03 0.04
C -0.01 0.01 -0.04
C -0.02 0.00 0.04
C 0.01 -0.01 -0.03
C -0.01 0.00 0.01
N 0.07 -0.06 0.03
H -0.01 -0.01 0.00
H 0.00 0.00 0.01
H 0.00 0.02 0.00
H 0.01 0.00 0.00
H 0.00 0.00 0.00
H 0.00 0.00 0.00
H 0.00 0.00 0.00
H 0.00 0.00 0.00
H 0.00 0.00 0.00

**Orbital gap**: 4.523 eV
**E**: -92501.0420 eV
**Total charge**: -1
**Energy above the lowest of the compared OMol25 structures with the same formula, charge and spin**: 0.0 kJ/mol



Computed, not measured: a molecular structure, C43H53N6O3SeTeTi at a distorted geometry, with ωB97M-V/def2-TZVPD.

Last column: Mulliken charge in e.
Cartesian coordinates (Å):
Ti -1.087472 1.202346 1.284849  0.4717
C -1.185062 0.620716 4.275300  -1.7345
N -2.238491 0.825113 3.253716  0.4433
C -3.080490 -0.383234 3.011137  -1.7224
C -3.178101 -0.897468 1.574355  0.9550
C -4.069695 -1.918999 1.282991  -1.3087
C -4.106542 -2.419739 -0.007629  -0.7562
C -3.227523 -1.928973 -0.962742  -1.1078
C -2.341328 -0.934189 -0.594793  -0.9978
N -2.374241 -0.404746 0.633099  1.9012
C -3.018711 1.997040 3.684055  -1.2357
C -4.055752 2.427827 2.684323  0.1301
C -5.089122 3.287028 3.040277  -0.9408
C -6.053541 3.579332 2.091732  -0.5798
C -5.962111 2.997382 0.835021  -0.9876
C -4.881369 2.175167 0.567926  -0.1911
N -3.938824 1.909929 1.470666  0.8422
C 0.024689 1.509210 4.060153  0.9043
C 0.946739 1.708947 5.076515  -1.1100
C 2.119541 2.386685 4.791786  -0.4917
C 2.340689 2.854211 3.504274  -0.9910
C 1.358762 2.658320 2.552730  -0.4106
N 0.211959 2.030189 2.841368  1.0095
H -0.846535 -0.413471 4.236156  0.3917
H -1.588483 0.791950 5.280910  0.7341
H -4.096278 -0.190850 3.366064  0.5816
H -2.680137 -1.210517 3.602837  0.7876
H -4.713570 -2.321181 2.054327  0.5465
H -4.803698 -3.207590 -0.262353  0.4344
H -3.210348 -2.326055 -1.967194  0.5174
H -1.590541 -0.519447 -1.259503  0.7567
H -2.317071 2.816264 3.861311  0.5112
H -3.508378 1.785255 4.644566  0.4932
H -5.143409 3.695801 4.041652  0.5424
H -6.876610 4.239525 2.333495  0.4140
H -6.708181 3.180734 0.074558  0.4780
H -4.752677 1.714083 -0.402364  0.2760
H 0.760684 1.305730 6.063359  0.5292
H 2.861996 2.536712 5.564858  0.4174
H 3.258953 3.357963 3.238323  0.4808
H 1.454316 2.989597 1.528177  0.1956
C -1.495174 4.948148 2.325905  -0.9965
O -1.707368 4.166447 1.170928  0.1875
C -2.579359 4.809808 0.258298  -0.7720
C -2.399094 4.237005 -1.121054  -0.4321
O -2.924672 2.933387 -1.162371  -0.0224
C -2.656317 2.278925 -2.387505  -0.7745
H -2.434131 5.130852 2.866590  0.3116
H -1.052880 5.916758 2.068568  0.3544
H -0.807229 4.408117 2.972929  0.2251
H -2.338069 5.880011 0.221222  0.5902
H -3.622542 4.709315 0.585734  0.1197
H -1.333320 4.244981 -1.381641  -0.0011
H -2.932571 4.880520 -1.837138  0.5193
H -3.027964 2.868497 -3.234794  0.3713
H -3.177595 1.322765 -2.365428  0.1757
H -1.588818 2.085977 -2.516641  0.1905
Se -0.311505 -3.217956 3.144128  -0.2185
C -0.069158 -1.640376 2.341134  0.0389
N 0.035644 -0.563870 1.902306  0.0076
C 1.279915 3.173089 -1.398500  -1.4694
C 0.526240 1.849067 -1.286690  0.0059
O 0.623951 1.053827 -2.228352  -0.6270
N -0.172719 1.636037 -0.172473  0.3519
Te 1.589410 -1.714007 -1.016668  0.8118
C 3.218754 -2.947921 -0.387095  -0.0304
C 4.289447 -2.366425 0.298076  1.0310
C 4.403572 -0.892324 0.605153  -1.8219
C 5.328878 -3.178712 0.760232  -0.8743
C 5.335091 -4.545999 0.568271  0.8061
C 6.458131 -5.407733 1.077836  -1.5549
C 4.260770 -5.110648 -0.111990  -0.9087
C 3.209241 -4.343219 -0.588492  0.8295
C 2.094637 -5.035647 -1.315192  -1.1827
C 1.760854 -2.009175 -3.116049  0.2545
C 0.788241 -2.702405 -3.845564  0.8659
C -0.420820 -3.375621 -3.242652  -1.7263
C 0.931687 -2.808086 -5.231990  -0.9041
C 2.000146 -2.247925 -5.906286  0.7783
C 2.136109 -2.369422 -7.399582  -1.5638
C 2.945152 -1.546176 -5.164154  -1.0305
C 2.838326 -1.407644 -3.788706  0.9342
C 3.873215 -0.599777 -3.053439  -1.2233
H 1.097334 3.826715 -0.545592  0.1715
H 2.347816 2.960935 -1.485620  0.3374
H 0.984172 3.680292 -2.318779  0.3460
H 3.622559 -0.304646 0.128817  -0.0552
H 5.372657 -0.511066 0.274887  0.4312
H 4.340507 -0.730502 1.684207  0.4754
H 6.155827 -2.711840 1.287442  0.3242
H 7.237542 -4.805519 1.544388  0.3434
H 6.912904 -5.980053 0.266966  0.3472
H 6.097071 -6.124307 1.818491  0.3256
H 4.240187 -6.184268 -0.273176  0.3400
H 2.256144 -6.114256 -1.328184  0.3768
H 2.034348 -4.686171 -2.346312  0.0883
H 1.132332 -4.827721 -0.843749  0.2076
H -0.680335 -2.982841 -2.264253  -0.0628
H -0.247651 -4.447560 -3.125308  0.2983
H -1.277399 -3.264490 -3.910811  0.5665
H 0.175731 -3.350314 -5.792616  0.3258
H 1.352601 -3.001357 -7.817428  0.3512
H 3.100668 -2.801349 -7.672602  0.3436
H 2.071036 -1.390274 -7.878614  0.3273
H 3.784754 -1.083787 -5.674087  0.3592
H 4.642429 -0.245853 -3.740689  0.4424
H 4.355628 -1.189603 -2.269945  0.1519
H 3.400997 0.260777 -2.574581  0.0316

Atomic forces in eV per Å
Ti 0.87 -0.21 -0.86
C -0.05 0.03 0.02
N 0.01 -0.02 0.07
C -0.02 0.04 0.03
C -0.03 0.00 0.02
C 0.02 -0.02 -0.03
C -0.02 -0.02 0.01
C 0.08 -0.09 0.02
C -0.26 0.08 0.13
N 0.01 0.13 0.24
C -0.04 -0.01 -0.01
C -0.06 -0.06 0.00
C -0.01 -0.01 0.02
C -0.01 0.01 -0.02
C -0.02 0.00 0.03
C -0.05 -0.07 -0.03
N 0.14 0.06 0.01
C -0.03 0.19 0.03
C 0.02 -0.08 -0.01
C 0.02 0.02 0.04
C 0.00 -0.01 -0.03
C -0.14 0.08 0.22
N -0.18 -0.17 0.11
H 0.01 -0.02 0.00
H 0.00 -0.01 0.01
H 0.00 -0.03 0.04
H 0.03 -0.02 -0.01
H 0.00 0.01 0.01
H 0.00 0.00 0.00
H 0.02 -0.02 -0.02
H -0.07 0.03 -0.04
H 0.02 0.00 0.00
H -0.01 0.00 0.01
H 0.00 -0.01 0.00
H 0.00 0.00 0.00
H 0.00 0.00 0.00
H -0.05 0.01 0.08
H 0.00 -0.01 -0.01
H 0.00 0.00 -0.01
H 0.00 0.01 0.00
H 0.01 0.03 0.00
C -0.09 -0.01 0.02
O 0.03 -0.02 0.19
C 0.07 0.07 -0.03
C -0.02 -0.04 -0.07
O 0.07 0.13 -0.09
C 0.06 0.02 -0.06
H 0.00 0.00 -0.01
H 0.00 0.01 -0.01
H 0.01 0.00 -0.01
H -0.01 0.00 -0.02
H 0.02 -0.02 0.03
H -0.02 -0.08 0.03
H 0.03 0.00 -0.02
H -0.02 -0.01 0.01
H -0.03 -0.01 0.00
H -0.04 0.01 -0.01
Se -0.02 0.09 -0.07
C 0.14 -0.08 0.15
N -0.19 -0.02 -0.05
C 0.04 -0.03 -0.02
C 0.21 0.00 0.16
O -0.18 -0.03 -0.22
N -0.19 0.09 -0.06
Te -0.14 -0.07 0.07
C -0.05 -0.08 -0.04
C -0.01 0.07 0.04
C 0.05 0.02 0.03
C 0.02 0.00 -0.01
C 0.01 0.01 0.00
C 0.01 -0.01 0.00
C 0.01 0.01 -0.01
C 0.06 0.06 0.02
C -0.06 -0.01 -0.05
C -0.06 -0.04 0.00
C 0.05 0.03 -0.01
C -0.01 0.01 -0.04
C 0.00 -0.01 0.04
C 0.03 0.03 0.02
C 0.00 0.00 -0.01
C 0.00 -0.02 -0.03
C 0.04 -0.02 0.03
C 0.04 -0.03 -0.01
H -0.01 0.02 -0.01
H -0.01 0.01 0.03
H -0.01 0.00 0.00
H 0.02 0.00 0.01
H 0.01 -0.02 0.01
H -0.03 0.01 -0.01
H -0.01 0.00 0.00
H -0.01 0.00 0.00
H -0.01 0.00 0.00
H 0.00 0.01 0.00
H 0.00 0.01 0.00
H -0.02 0.02 0.01
H -0.02 0.00 -0.04
H -0.01 0.02 0.00
H 0.02 0.04 0.05
H 0.03 -0.03 0.03
H 0.00 0.03 0.01
H 0.01 0.01 0.00
H 0.00 0.00 0.00
H 0.00 0.00 0.01
H 0.00 0.00 0.00
H -0.01 0.00 0.00
H -0.01 0.00 0.00
H -0.01 0.03 -0.05
H -0.01 0.00 0.00

**Orbital gap (alpha / beta)**: 6.545 / 6.615 eV
**Expectation value of S²**: 0.759
**E**: -156290.5616 eV
**Spin multiplicity**: 2
**Total charge**: 0
**Energy above the lowest of the compared OMol25 structures with the same formula, charge and spin**: 105.9 kJ/mol